ORCA calculation (wB97M-V/def2-TZVPD) on an isolated molecule of C4H6N2O.

```
! RIJCOSX wB97M-V def2-TZVPD def2/J DEFGRID3
* xyz 0 1
N -0.233 0.480 0.735
C 1.697 0.018 -0.347
H -0.539 0.903 1.615
N 1.157 0.591 0.644
C 1.644 -0.896 -1.401
H -2.881 -1.008 0.428
O 3.107 0.038 -0.536
H -2.604 0.486 1.356
C -1.039 -0.065 -0.133
H 1.731 -0.449 -2.397
C -2.464 0.004 0.369
H 3.510 -0.643 0.025
H -3.086 0.541 -0.357
*
```

Output
Kohn-Sham gap   8.67 eV
E   -340.5203 a.u.

Charges in e, computed with natural (NBO), in the same order as the atoms:
1 N -0.397
2 C 0.376
3 H 0.370
4 N -0.349
5 C -0.077
6 H 0.239
7 O -0.618
8 H 0.175
9 C 0.081
10 H 0.179
11 C -0.723
12 H 0.506
13 H 0.238